Here is C4H12N3Sr as an isolated structure at a distorted geometry from the Open Molecules 2025 dataset. Energies are from wB97M-V/def2-TZVPD.

Output
Spin multiplicity: 1
Net charge: -1
E_HOMO (alpha / beta) in eV: 0.28 / -0.66
LUMO level (alpha / beta) in eV: 2.88 / 2.80
HOMO-LUMO gap (alpha / beta) in eV: 2.59 / 3.46
Largest force on an atom in eV Å⁻¹: 7.365
Energy above the lowest of the compared OMol25 structures with the same formula, charge and spin in kcal/mol: 37.6

Cartesian coordinates (Å):
1 C 2.00594 -1.58745 -0.97321
2 Sr 1.24069 -0.49434 0.81864
3 N 0.88840 1.15226 2.95364
4 H 3.13176 0.95417 0.58629
5 H 0.52765 2.06761 2.66880
6 H 2.65421 -1.43639 0.31382
7 H 2.88713 -1.56265 -1.61659
8 H 1.30204 -0.81007 -1.34383
9 H 1.56832 -2.59136 -1.00179
10 H 0.28227 0.82504 3.70943
11 H 1.80727 1.32552 3.37169
12 N -2.64674 -0.43703 -1.36976
13 C -2.61950 0.95370 -1.45472
14 C -1.48145 1.34844 -0.81243
15 N -0.81538 0.21422 -0.35179
16 C -1.55457 -0.84542 -0.69604
17 H -3.36973 -1.04528 -1.74803
18 H -3.38545 1.52477 -1.94942
19 H -1.08240 2.33499 -0.63390
20 H -1.34044 -1.89073 -0.47079

Charges computed using Löwdin, reported in e:
1. C -0.413
2. Sr 0.258
3. N -0.077
4. H -0.249
5. H 0.015
6. H -0.111
7. H 0.005
8. H -0.046
9. H -0.006
10. H 0.005
11. H 0.010
12. N 0.026
13. C -0.176
14. C -0.154
15. N -0.128
16. C -0.294
17. H 0.078
18. H 0.086
19. H 0.094
20. H 0.075

***

Here is one molecule with the formula C4H12N4 at a distorted geometry from the Open Molecules 2025 dataset. Energies are from wB97M-V/def2-TZVPD.

Output
Spin multiplicity: 1
E_HOMO in eV: -7.68
LUMO level in eV: 0.96
SMILES: CNN=C(CN)CN
HOMO-LUMO gap in eV: 8.64
Largest force on an atom in eV Å⁻¹: 4.361
Energy above the lowest of the compared OMol25 structures with the same formula, charge and spin in kcal/mol: 66.5

Cartesian coordinates (Å):
1 C 0.80334 1.62549 -2.38130
2 C 0.05054 -0.19463 0.53974
3 C -1.15422 -1.08215 0.04341
4 C 0.33059 -0.08982 2.02063
5 H 1.08821 2.53866 -1.88190
6 H 0.05782 1.88950 -3.04473
7 H 1.52035 1.22954 -3.03074
8 H -0.56013 0.34109 -1.76686
9 H -1.68005 -1.46797 0.91090
10 H -0.72035 -2.01072 -0.35546
11 H -2.95011 -0.18844 -0.31727
12 H -2.36627 -1.12389 -1.67214
13 H -0.55257 -0.00060 2.68968
14 H 0.57403 1.04017 2.19034
15 H 2.19255 -0.87968 2.02419
16 H 1.39097 -0.75192 3.57230
17 N 0.36849 0.60796 -1.53011
18 N 0.74532 0.58929 -0.28926
19 N -2.17274 -0.50017 -0.87606
20 N 1.31950 -1.00695 2.60212

Charges computed using Löwdin, reported in e:
1. C -0.100
2. C -0.248
3. C -0.203
4. C -0.307
5. H 0.088
6. H 0.056
7. H 0.059
8. H 0.076
9. H 0.093
10. H 0.110
11. H 0.065
12. H 0.084
13. H 0.104
14. H 0.116
15. H 0.091
16. H 0.049
17. N -0.148
18. N 0.063
19. N -0.026
20. N -0.020

***

- largest force on an atom of number 1 (C4H12N3Sr)?
  7.365 eV Å⁻¹

***

- energy above the lowest of the compared OMol25 structures with the same formula, charge and spin of number 1 (C4H12N3Sr)?
  37.6 kcal/mol

***

Repeat the second record exactly.
Here is one molecule with the formula C4H12N4 at a distorted geometry from the Open Molecules 2025 dataset. Energies are from wB97M-V/def2-TZVPD.

Output
Spin multiplicity: 1
E_HOMO in eV: -7.68
LUMO level in eV: 0.96
SMILES: CNN=C(CN)CN
HOMO-LUMO gap in eV: 8.64
Largest force on an atom in eV Å⁻¹: 4.361
Energy above the lowest of the compared OMol25 structures with the same formula, charge and spin in kcal/mol: 66.5

Cartesian coordinates (Å):
1 C 0.80334 1.62549 -2.38130
2 C 0.05054 -0.19463 0.53974
3 C -1.15422 -1.08215 0.04341
4 C 0.33059 -0.08982 2.02063
5 H 1.08821 2.53866 -1.88190
6 H 0.05782 1.88950 -3.04473
7 H 1.52035 1.22954 -3.03074
8 H -0.56013 0.34109 -1.76686
9 H -1.68005 -1.46797 0.91090
10 H -0.72035 -2.01072 -0.35546
11 H -2.95011 -0.18844 -0.31727
12 H -2.36627 -1.12389 -1.67214
13 H -0.55257 -0.00060 2.68968
14 H 0.57403 1.04017 2.19034
15 H 2.19255 -0.87968 2.02419
16 H 1.39097 -0.75192 3.57230
17 N 0.36849 0.60796 -1.53011
18 N 0.74532 0.58929 -0.28926
19 N -2.17274 -0.50017 -0.87606
20 N 1.31950 -1.00695 2.60212

Charges computed using Löwdin, reported in e:
1. C -0.100
2. C -0.248
3. C -0.203
4. C -0.307
5. H 0.088
6. H 0.056
7. H 0.059
8. H 0.076
9. H 0.093
10. H 0.110
11. H 0.065
12. H 0.084
13. H 0.104
14. H 0.116
15. H 0.091
16. H 0.049
17. N -0.148
18. N 0.063
19. N -0.026
20. N -0.020